C48H48LiO20S as an isolated structure in a non-equilibrium geometry, computed with the ωB97M-V functional and the def2-TZVPD basis.

Its total charge is -1. For the largest force on an atom, the calculation gives 18.86 eV Å⁻¹. As for the relative energy (zero: lowest compared OMol25 entry of this formula, charge and spin): 113.41 kcal/mol. Its HOMO-LUMO gap is 6.36 eV. Its LUMO energy is 1.141 eV.

CARTESIAN COORDINATES (ANGSTROEM)
Li 6.62400 30.87900 12.48300
S 6.38700 27.74200 12.17900
O 6.82500 29.05500 11.99100
O 4.98400 27.88700 12.37400
O 6.63200 27.08500 10.89700
O 7.11300 27.17600 13.33000
C 1.41900 28.74000 9.58200
C 1.25100 29.02000 8.23100
C 2.29600 28.89400 7.27800
C 3.56200 28.41200 7.80400
C 3.67300 28.06100 9.17300
C 2.59900 28.31900 10.04400
O 2.74500 28.14300 11.37900
O 2.18200 29.12200 5.96100
H 0.53000 28.86100 10.25500
H 0.12600 29.32400 7.72600
H 4.24500 28.52900 7.14400
H 4.59700 27.42200 9.36300
H 3.71500 28.03100 11.86200
H 1.61500 29.68500 5.62900
C 2.62800 23.07800 15.49200
C 2.78900 24.52500 15.33000
C 3.50700 25.08300 14.38400
C 4.25000 24.35600 13.48400
C 4.26000 22.90600 13.52100
C 3.46400 22.30200 14.54700
O 3.45600 20.94500 14.66700
O 3.62300 26.48200 14.25800
H 1.75200 22.77000 16.17000
H 2.53400 25.33000 16.10200
H 4.94700 24.70100 12.80000
H 4.98400 22.36700 12.88100
H 4.17700 20.54800 14.19000
H 4.13400 26.73800 13.56300
C 7.80400 25.88600 7.85100
C 8.26600 25.07300 6.79400
C 8.56000 25.56100 5.53700
C 8.32600 26.98300 5.31700
C 7.94700 27.78400 6.38700
C 7.73800 27.21100 7.66200
O 7.21900 28.05400 8.65800
O 8.91000 24.74800 4.53800
H 7.62900 25.47200 8.74700
H 8.41900 24.07100 6.84400
H 8.58900 27.34400 4.24100
H 7.96500 28.93400 6.23300
H 7.13400 27.63300 9.31400
H 8.52200 24.02600 5.05100
C 2.86300 30.02100 14.30300
C 2.06100 30.27500 15.43400
C 1.96800 31.54900 15.96500
C 2.62000 32.60400 15.15800
C 3.45700 32.25700 14.00700
C 3.62600 30.93300 13.62100
O 4.40400 30.53400 12.60500
O 1.17500 31.91400 16.92400
H 2.99400 29.06900 13.95400
H 1.78800 29.32300 16.02200
H 2.47300 33.66100 15.49700
H 4.00000 32.98900 13.35800
H 4.43900 29.60100 12.49300
H 0.72900 31.21100 17.40800
C 11.81700 27.80100 12.63300
C 10.55300 28.18100 12.11900
C 10.40700 29.21600 11.22200
C 11.50400 30.01700 10.95000
C 12.76700 29.49900 11.32400
C 13.07700 28.50800 12.17800
O 14.28200 28.12200 12.74100
O 9.17900 29.61800 10.78700
H 11.72400 26.97200 13.42200
H 9.58100 27.48600 12.09400
H 11.06600 30.71600 10.19900
H 13.63000 30.15500 11.17700
H 14.39000 27.60900 13.34000
H 8.49500 29.27700 11.09500
C 5.59700 22.14600 7.80800
C 4.99600 23.28300 8.45300
C 5.46300 23.92000 9.58200
C 6.52900 23.38000 10.10000
C 7.16400 22.24800 9.62900
C 6.77400 21.68600 8.41500
O 7.46400 20.64900 7.97200
O 4.97900 25.10400 10.12200
H 5.24700 21.84200 7.00600
H 3.99100 23.58100 7.99500
H 6.83700 23.89000 10.91000
H 8.17200 21.68800 10.07200
H 6.92500 19.75500 8.11400
H 5.69100 25.66000 10.46500
C 11.75400 23.02400 12.52300
C 11.08500 23.94200 13.30900
C 10.14300 24.86800 12.85500
C 9.73400 24.83400 11.48900
C 10.37200 23.91000 10.61500
C 11.51100 23.12900 11.14500
O 12.18900 22.40200 10.24600
O 9.45300 25.56800 13.83200
H 12.56700 22.45300 12.75100
H 11.15000 24.11200 14.39500
H 8.95300 25.41000 11.17800
H 10.09500 23.87600 9.54400
H 12.18100 22.91700 9.32000
H 8.71600 26.12900 13.67300
C 6.74000 25.71100 17.71000
C 6.98000 26.28400 16.48100
C 7.45400 27.62200 16.54500
C 7.72100 28.34500 17.75400
C 7.35500 27.73500 18.93200
C 6.83000 26.49400 18.94500
O 6.49300 25.96600 20.11400
O 7.80100 28.22200 15.32400
H 6.20600 24.57100 17.69000
H 7.03000 25.79100 15.64400
H 8.26000 29.16100 17.71500
H 7.44600 28.27900 19.98000
H 5.86800 26.49700 20.69800
H 7.39700 27.73700 14.55200

Forces on atoms 1 to 2 (eV/Å):
-0.546 -1.044 -0.173
1.961 -2.744 -1.183

A 7-piece molecular cluster, C30H34N7O13 overall in a non-equilibrium geometry, computed with the ωB97M-V functional and the def2-TZVPD basis.

Its total charge is -1. For the largest force on an atom, the calculation gives 14.16 eV Å⁻¹. As for the relative energy (zero: lowest compared OMol25 entry of this formula, charge and spin): 91.74 kcal/mol. Its HOMO-LUMO gap is 7.10 eV. Its LUMO energy is 0.753 eV.

CARTESIAN COORDINATES (ANGSTROEM)
N 49.49200 22.39200 0.95900
O 50.25800 21.31800 0.89800
O 49.78100 23.28600 1.82200
O 48.75900 22.76300 0.02000
C 47.87300 27.52400 0.12900
C 47.93600 25.97800 -0.20300
C 47.08900 25.49400 -1.36000
C 46.19700 26.42300 -2.22800
C 46.05600 27.84500 -1.61700
C 46.97500 28.26500 -0.46800
N 45.27000 25.88000 -3.27500
O 44.53000 26.72700 -3.95300
O 45.16500 24.70600 -3.34500
H 48.37500 27.89100 0.97400
H 48.55800 25.12500 0.47000
H 47.07700 24.48100 -1.70800
H 45.23500 28.45100 -2.15200
H 46.80900 29.46600 -0.13400
C 47.91300 20.93500 -3.14800
C 46.76700 20.13200 -3.70400
C 47.15900 18.85100 -4.61800
C 48.58500 18.58800 -4.94500
C 49.70300 19.55400 -4.37100
C 49.31600 20.71500 -3.47100
N 49.05600 17.45900 -5.72000
O 48.14100 16.75400 -6.33100
O 50.03500 16.86000 -5.40000
H 47.74000 21.79300 -2.45700
H 45.79800 20.26500 -3.66100
H 46.39800 18.05200 -4.97700
H 50.81400 19.32500 -4.60000
H 50.00400 21.27800 -3.12900
C 44.96400 20.76500 2.71500
C 44.06900 21.70000 3.51800
C 43.80300 23.13900 2.95100
C 44.61300 23.65800 1.75200
C 45.40600 22.56200 0.93100
C 45.65400 21.13900 1.53800
N 44.37400 25.00000 1.12900
O 44.06400 24.98000 -0.01900
O 44.26700 25.99700 1.87300
H 45.05600 19.80100 3.05400
H 43.48900 21.42300 4.48900
H 43.20000 23.71200 3.62900
H 45.82200 22.88400 -0.02900
H 46.21800 20.32100 1.07900
C 48.19200 20.04700 4.44600
C 48.42600 21.48300 4.31400
C 49.12400 22.10200 5.43700
C 48.88000 21.47300 6.87800
C 48.65300 19.99800 6.92500
C 48.14500 19.31300 5.56200
N 49.34600 22.19100 8.08500
O 49.62100 23.40300 7.81500
O 49.21600 21.64800 9.21000
H 47.83400 19.50100 3.42700
H 48.10300 21.85900 3.31600
H 49.30800 23.09100 5.45000
H 48.86100 19.35600 7.99000
H 48.19500 18.40000 5.59700
C 48.46200 26.34100 6.13800
O 48.08500 26.33000 7.33700
N 47.82500 25.62200 5.17500
C 48.28900 25.52600 3.80800
C 46.67700 24.87700 5.59900
H 49.32400 27.03300 5.97200
H 47.73500 24.60500 3.30700
H 49.35500 25.33600 4.01200
H 47.90400 26.38800 3.20800
H 45.98900 24.61100 4.94900
H 45.89900 25.36200 6.24200
H 47.10000 24.08700 6.19300
C 51.01600 16.44800 2.92500
O 50.65400 15.97400 1.79600
N 51.33900 17.69100 3.06100
C 51.52000 18.19700 4.40200
C 51.49400 18.46800 1.96300
H 50.99700 15.97100 3.91800
H 52.44700 17.86100 5.10800
H 50.70100 17.65200 4.99000
H 51.59200 19.08700 4.64700
H 50.66500 18.47000 1.28200
H 52.47100 18.08800 1.36000
H 51.72300 19.28800 2.15200

Forces on atoms 1 to 2 (eV/Å):
4.267 1.053 -0.631
-2.964 2.015 0.294

A single C19H16O6 molecule, computed with the ωB97M-V functional and the def2-TZVPD basis.

Its total charge is 0. For the largest force on an atom, the calculation gives 0.94 eV Å⁻¹. As for the relative energy (zero: lowest compared OMol25 entry of this formula, charge and spin): 1.22 kcal/mol. Its HOMO-LUMO gap is 7.85 eV. Its LUMO energy is -0.046 eV.

CARTESIAN COORDINATES (ANGSTROEM)
C -7.82810 -1.05060 -0.68680
O -7.19315 -0.02120 0.03148
C -5.83786 0.07277 -0.02228
C -5.26822 1.12405 0.69985
C -3.90574 1.31420 0.71166
C -3.06111 0.45192 0.00909
C -1.60573 0.62215 0.02439
C -0.75750 -0.43752 0.06437
C 0.65623 -0.25588 0.06147
C 1.58247 -1.30100 0.10549
C 2.93651 -1.05703 0.10696
C 3.41313 0.25877 0.06015
O 4.71720 0.62455 0.04773
C 5.73707 -0.35114 0.08390
C 6.02765 -0.83965 1.50279
C 6.99766 0.26807 -0.52624
O 8.11106 -0.10679 -0.28141
O 6.72012 1.23573 -1.38951
C 2.50597 1.31375 0.01799
C 1.14362 1.06193 0.01912
O 0.30131 2.11649 -0.02003
C -1.06182 1.98494 -0.02152
O -1.70954 3.00021 -0.07471
C -3.63592 -0.59373 -0.70843
C -5.00454 -0.78589 -0.73220
H -7.51669 -2.03927 -0.33386
H -7.63444 -0.97012 -1.76133
H -8.89394 -0.92364 -0.50382
H -5.92517 1.78312 1.24477
H -3.48639 2.13327 1.27215
H -1.14415 -1.44554 0.11846
H 1.21979 -2.31745 0.14144
H 3.61464 -1.89451 0.14590
H 5.48488 -1.20143 -0.56998
H 5.18509 -1.40016 1.89842
H 6.21196 0.01596 2.14758
H 6.91304 -1.46828 1.49122
H 7.53565 1.61066 -1.76038
H 2.86914 2.32691 -0.01848
H -3.00628 -1.25674 -1.28409
H -5.40792 -1.60190 -1.31131

Forces on atoms 1 to 2 (eV/Å):
-0.091 -0.170 -0.118
0.182 0.236 0.139

C3H2HoO3 as an isolated structure in a non-equilibrium geometry, computed with the ωB97M-V functional and the def2-TZVPD basis.

As for the spin multiplicity: 5. Its total charge is +3. For the largest force on an atom, the calculation gives 4.79 eV Å⁻¹. As for the relative energy (zero: lowest compared OMol25 entry of this formula, charge and spin): 128.82 kcal/mol. Its HOMO-LUMO gap (spin up / spin down) is 8.22 / 6.96 eV. Its LUMO energy (spin up / spin down) is -16.357 / -17.593 eV.

CARTESIAN COORDINATES (ANGSTROEM)
O 2.72174 -0.06787 -1.41109
C 1.69827 -0.43564 -1.07471
C 0.50500 -0.78608 -0.50395
O -0.55530 0.12558 -0.63651
C -0.97274 0.55332 0.53466
O -1.96387 1.33741 0.39869
H -2.26190 1.70175 1.24665
Ho 0.46084 -0.55295 2.16975
H 0.36795 -1.87552 -0.72349

Forces on atoms 1 to 2 (eV/Å):
-2.330 -1.168 0.494
3.880 2.371 -1.519

A 2-piece molecular cluster, C4H14N3O overall in a non-equilibrium geometry, computed with the ωB97M-V functional and the def2-TZVPD basis.

Its total charge is +1. For the largest force on an atom, the calculation gives 2.79 eV Å⁻¹. As for the relative energy (zero: lowest compared OMol25 entry of this formula, charge and spin): 35.08 kcal/mol. Its HOMO-LUMO gap is 9.94 eV. Its LUMO energy is -2.634 eV.

CARTESIAN COORDINATES (ANGSTROEM)
C -0.89593 0.46269 2.03056
C -1.82086 -0.05860 0.95716
C -1.43586 0.39090 -0.43613
N -0.10244 -0.56580 -3.03073
C 0.40386 -0.59929 -1.77960
N -0.09149 0.03106 -0.79249
N 0.38948 -0.30010 1.83216
H -1.19243 0.31146 3.06417
H -0.62317 1.50368 1.85933
H -1.95809 -1.12454 1.17992
H -2.86504 0.20251 1.14699
H -2.21512 -0.03633 -1.08433
H -1.51036 1.47944 -0.48492
H -1.01155 -0.19792 -3.25114
H 0.46637 -0.82546 -3.81888
H 1.23913 -1.26952 -1.61909
H 0.25924 -1.28694 2.04619
H 1.16687 0.08078 2.34279
H 0.61139 -0.24822 0.78845
H 3.58243 -0.01330 0.78774
H 2.93808 1.32918 0.34997
O 2.82877 0.56650 0.92759

Forces on atoms 1 to 2 (eV/Å):
0.823 -0.039 -0.291
-1.012 -0.221 1.372

A 2-piece molecular cluster, C10H16 overall in a non-equilibrium geometry, computed with the ωB97M-V functional and the def2-TZVPD basis.

As for the spin multiplicity: 2. Its total charge is -1. For the largest force on an atom, the calculation gives 1.96 eV Å⁻¹. As for the relative energy (zero: lowest compared OMol25 entry of this formula, charge and spin): 15.86 kcal/mol. Its HOMO-LUMO gap (spin up / spin down) is 2.99 / 6.79 eV. Its LUMO energy (spin up / spin down) is 3.688 / 3.661 eV.

CARTESIAN COORDINATES (ANGSTROEM)
C -1.78392 -1.14369 3.11037
C -1.55642 -0.35053 -0.56837
C -1.70571 -1.03634 0.60693
C -1.71848 1.06778 -0.64300
C -1.99504 -0.38012 1.85765
C -2.05877 1.70660 0.58869
C -2.30534 1.00466 1.75588
H -1.27823 -0.85823 -1.49324
H -1.60857 -2.12268 0.54660
H -1.25911 1.71210 -1.38196
H -2.56902 2.67177 0.46987
H -0.85424 -1.75363 3.13705
H -2.55541 -1.89943 3.34919
H -2.60404 1.49611 2.68141
H -1.62250 -0.51832 3.99727
C 2.63915 0.67856 -1.64535
C 2.06827 -0.08339 -2.86170
C 2.82078 -0.28159 -0.43361
H 3.61305 1.12058 -1.85115
H 1.95747 1.44060 -1.28770
H 1.13659 -0.48308 -2.47221
H 3.45946 0.16733 0.31557
H 1.84048 -0.66739 -0.16278
H 3.35386 -1.20467 -0.74213
H 1.91354 0.63589 -3.66352
H 2.67216 -0.91887 -3.20975

Forces on atoms 1 to 2 (eV/Å):
0.375 -0.495 0.863
0.359 1.077 -0.565

Which of these has the lowest largest force on an atom?
C19H16O6

What is the formula in the second record?
C30H34N7O13

The highest largest force on an atom belongs to which entry?
C48H48LiO20S

largest force on an atom of number 2 (C30H34N7O13)?
14.16 eV Å⁻¹